11
Properties=species:S:1:pos:R:3:forces:R:3:nbo_charge:R:1 method="wB97M-V/def2-TZVPD" energy_ha=-380.410595 fmax_ev_per_a=4.691 de_lowest_kcal_mol=85.61 homo_ev=-9.99 smiles="C=C(C=O)OC=O" gap_ev=9.8
C 0.503 -0.241 -0.550 -0.7 -1.8 4.1 0.185
C -1.246 1.405 -0.621 -0.5 0.0 0.7 0.649
C 0.215 -1.688 0.187 0.7 -1.2 -4.5 0.383
C 1.062 0.188 0.613 1.1 2.9 -1.2 -0.384
O -0.567 0.348 -1.148 0.2 -0.2 -1.0 -0.508
O -1.939 2.107 -1.280 0.3 -0.2 0.0 -0.503
O 0.989 -2.491 0.613 0.0 0.7 0.7 -0.516
H -1.182 1.455 0.486 0.2 0.0 -0.3 0.110
H -0.747 -2.020 -0.246 -0.7 0.4 1.1 0.149
H 0.931 1.195 0.992 -0.1 0.2 0.1 0.192
H 1.982 -0.258 0.955 -0.4 -0.8 0.3 0.241